# C34H42N2O7

C34H42N2O7 as an isolated structure in a non-equilibrium geometry (the ωB97M-V functional and the def2-TZVPD basis, the OMol25 dataset).

Max |F|: 5.43 eV/Å
E: -53247.598 eV
Orbital gap: 0.16623 Eh
LUMO level: -0.8 eV

```
! RIJCOSX wB97M-V def2-TZVPD def2/J DEFGRID3
* xyz 0 1
C 3.451 -3.027 2.646
C 1.962 -2.966 2.780
O 1.616 -1.616 2.383
C 0.315 -1.340 2.566
C -0.120 -0.021 1.976
C -1.580 0.294 2.303
C -2.563 -0.628 1.590
C -4.009 -0.265 1.953
C -4.255 -0.225 3.461
C -3.238 0.643 4.197
C -1.817 0.269 3.813
C 0.701 1.140 2.471
O 0.204 2.196 2.861
O 2.031 0.992 2.423
C 2.691 2.247 2.709
C 4.138 1.916 2.904
O -0.421 -2.142 3.141
H 3.841 -3.958 3.065
H 3.739 -2.988 1.592
H 3.911 -2.176 3.160
H 1.458 -3.666 2.102
H 1.622 -3.140 3.808
H -1.755 1.316 1.945
H -2.416 -0.573 0.502
H -2.319 -1.656 1.891
H -4.245 0.724 1.536
H -4.684 -0.985 1.479
H -5.269 0.133 3.669
H -4.188 -1.245 3.859
H -3.410 1.701 3.959
H -3.352 0.534 5.280
H -1.598 -0.757 4.129
H -1.104 0.943 4.298
H 2.518 2.935 1.866
H 2.256 2.680 3.617
H 4.701 2.838 3.081
H 4.263 1.272 3.784
H 4.561 1.403 2.031
C 0.985 -3.110 -4.694
O 1.569 -3.292 -3.393
C 1.458 -4.486 -2.765
C 0.600 -5.542 -3.125
C 0.700 -6.750 -2.434
C 1.611 -6.936 -1.394
C 2.449 -5.866 -1.024
O 3.357 -5.861 -0.011
C 3.474 -7.042 0.810
C 2.349 -4.662 -1.710
N 3.297 -3.625 -1.434
C 2.986 -2.343 -1.130
C 1.660 -1.897 -0.734
C 1.370 -0.498 -1.085
C 0.645 0.316 -0.314
C 0.454 1.713 -0.639
C -0.720 2.430 -0.278
C -0.766 3.816 -0.397
C 0.269 4.500 -1.056
C 1.363 3.786 -1.567
C 1.453 2.412 -1.364
O 0.859 -2.677 -0.189
N 4.128 -1.630 -1.189
C 4.300 -0.223 -0.885
C 5.174 -2.470 -1.556
C 4.664 -3.711 -1.681
H 1.319 -2.121 -5.010
H 1.340 -3.869 -5.408
H -0.112 -3.140 -4.634
H -0.105 -5.410 -3.945
H 0.051 -7.578 -2.724
H 1.688 -7.889 -0.866
H 4.270 -6.803 1.517
H 2.535 -7.239 1.351
H 3.748 -7.919 0.206
H 1.719 -0.224 -2.088
H 0.097 -0.118 0.703
H -1.615 1.872 0.019
H -1.623 4.359 0.011
H 0.214 5.582 -1.182
H 2.161 4.292 -2.118
H 2.307 1.845 -1.749
H 5.369 -0.042 -0.714
H 3.976 0.406 -1.726
H 3.743 0.060 0.019
H 6.174 -2.095 -1.688
H 5.119 -4.640 -1.975
*
```

Results of the Mulliken charge analysis, in e, for atoms 1 through 8: C -0.8706; C -0.4155; O -0.1362; C -0.4731; C 2.3002; C -0.5014; C -0.9313; C -0.7898

=====

# C34H42N3O5OsS2Si

C34H42N3O5OsS2Si as an isolated structure (the ωB97M-V functional and the def2-TZVPD basis, the OMol25 dataset).

⟨S²⟩: 6.018
Max |F|: 0.15 eV/Å
Energy above the lowest of the compared OMol25 structures with the same formula, charge and spin: 0.0 kJ/mol
E: -82655.201 eV
Orbital gap (spin up / spin down): 0.29236 / 0.23888 Eh
LUMO level (spin up / spin down): -3.1 / -5.1 eV

```
! RIJCOSX wB97M-V def2-TZVPD def2/J DEFGRID3
* xyz 1 5
Os -0.020 0.799 0.329
O 3.037 -1.485 -0.094
S 2.372 -0.355 -0.656
O 1.035 -0.508 -1.262
N 2.014 0.762 0.501
C 2.532 0.502 1.796
C 3.803 0.769 2.218
C 4.195 0.418 3.530
C 3.328 -0.202 4.384
C 2.006 -0.496 3.966
C 1.049 -1.176 4.753
C -0.188 -1.440 4.236
C -0.506 -0.996 2.941
N 0.353 -0.336 2.191
C 1.616 -0.114 2.676
C 3.399 0.368 -1.876
C 4.763 0.454 -1.626
C 5.574 1.068 -2.565
C 5.021 1.571 -3.737
C 3.661 1.454 -3.984
C 2.834 0.849 -3.048
H 4.505 1.241 1.542
H 5.204 0.637 3.852
H 3.640 -0.483 5.381
H 1.311 -1.496 5.754
H -0.935 -1.976 4.802
H -1.485 -1.171 2.523
H 5.179 0.029 -0.721
H 6.638 1.143 -2.390
H 5.661 2.043 -4.471
H 3.242 1.825 -4.910
H 1.773 0.732 -3.224
C 1.428 5.701 -0.475
C 1.366 4.198 -0.786
C 1.173 4.027 -2.311
C 2.742 3.605 -0.459
Si -0.149 3.272 -0.033
C -1.829 3.945 -0.674
C -1.903 5.432 -1.033
C -2.995 3.626 0.269
C -2.059 3.120 -1.964
C -0.089 3.989 2.356
C 1.362 3.832 2.684
C -0.982 2.983 3.002
C -0.603 5.394 2.321
H 2.139 6.163 -1.166
H 1.802 5.889 0.531
H 0.479 6.218 -0.593
H 2.094 4.351 -2.805
H 0.358 4.632 -2.705
H 1.004 2.986 -2.599
H 3.502 4.276 -0.872
H 2.881 2.634 -0.923
H 2.937 3.500 0.607
H -1.747 6.083 -0.173
H -2.907 5.639 -1.417
H -1.200 5.718 -1.814
H -3.026 4.289 1.133
H -2.976 2.602 0.631
H -3.932 3.770 -0.277
H -1.339 3.343 -2.750
H -3.049 3.379 -2.351
H -2.053 2.044 -1.795
H 1.743 2.843 2.426
H 1.455 3.925 3.775
H 1.989 4.599 2.237
H -0.583 1.971 2.946
H -1.997 2.976 2.619
H -1.041 3.250 4.068
H -0.034 6.045 1.662
H -0.487 5.798 3.337
H -1.660 5.452 2.076
O -2.937 0.745 2.104
C -3.000 0.206 1.015
N -1.940 0.127 0.132
S -2.281 -0.890 -1.169
O -2.083 -0.177 -2.396
O -1.609 -2.136 -0.967
C -3.985 -1.045 -0.765
C -4.975 -1.699 -1.471
C -6.244 -1.711 -0.906
C -6.495 -1.098 0.319
C -5.483 -0.453 1.015
C -4.219 -0.434 0.451
H -4.773 -2.177 -2.419
H -7.052 -2.207 -1.428
H -7.495 -1.127 0.731
H -5.659 0.028 1.968
*
```

Results of the Mulliken charge analysis, in e, for atoms 1 through 8: Os 1.9132; O -0.6596; S 1.3721; O -0.7430; N -0.1276; C -1.2644; C 0.0081; C -1.1743

=====

# C34H42N7O14

A 8-piece molecular cluster, C34H42N7O14 overall in a non-equilibrium geometry (the ωB97M-V functional and the def2-TZVPD basis, the OMol25 dataset).

Max |F|: 17.68 eV/Å
Energy above the lowest of the compared OMol25 structures with the same formula, charge and spin: 127.2 kJ/mol
E: -75006.420 eV
Orbital gap: 0.23836 Eh
LUMO level: 0.5 eV

```
! RIJCOSX wB97M-V def2-TZVPD def2/J DEFGRID3
* xyz -1 1
C 0.421 0.380 0.639
O 0.923 0.390 -0.512
O -0.921 0.563 0.704
O 1.129 0.275 1.693
H -1.248 0.457 -0.161
C 3.453 -0.190 5.409
C 3.200 0.045 6.867
C 1.921 0.362 7.390
C 0.623 0.389 6.442
C 0.870 0.269 4.962
C 2.360 -0.066 4.513
N -0.734 0.562 7.025
O -0.795 0.449 8.375
O -1.624 0.761 6.304
H 4.412 -0.340 5.039
H 4.067 0.090 7.596
H 1.766 0.596 8.389
H 0.142 0.436 4.350
H 2.639 -0.141 3.577
C -2.171 -3.137 2.682
C -1.183 -2.204 2.093
C -0.856 -2.459 0.650
C -1.748 -3.438 -0.236
C -2.802 -4.230 0.509
C -2.824 -4.110 2.045
N -1.411 -3.650 -1.664
O -0.495 -3.078 -2.230
O -2.319 -4.220 -2.324
H -2.274 -3.082 3.838
H -0.696 -1.466 2.651
H -0.104 -1.923 0.139
H -3.487 -4.868 0.087
H -3.637 -4.594 2.830
C 2.468 -2.061 -2.924
C 2.569 -3.512 -3.412
C 3.146 -3.752 -4.856
C 3.168 -2.504 -5.841
C 2.819 -1.143 -5.269
C 2.498 -0.990 -3.839
N 3.514 -2.768 -7.241
O 3.221 -1.782 -8.044
O 4.141 -3.742 -7.558
H 2.026 -2.048 -1.820
H 2.439 -4.342 -2.776
H 3.550 -4.510 -5.304
H 3.009 -0.259 -5.884
H 2.472 -0.018 -3.268
C -1.243 5.032 -1.023
C -0.483 3.685 -1.177
C 0.619 3.602 -2.227
C 1.068 4.819 -3.136
C 0.444 6.246 -2.778
C -0.796 6.203 -1.666
N 2.124 4.781 -4.138
O 2.340 3.564 -4.523
O 2.640 5.863 -4.352
H -2.156 4.980 -0.310
H -0.811 2.929 -0.836
H 1.114 2.745 -2.312
H 0.674 7.199 -2.993
H -1.425 7.125 -1.469
C -5.266 2.286 1.865
O -6.456 2.770 1.564
N -4.651 2.600 3.073
C -3.379 2.025 3.403
C -5.231 3.464 3.946
H -4.517 1.672 1.239
H -2.669 2.728 3.718
H -2.769 1.509 2.535
H -3.432 1.331 4.358
H -5.933 4.359 3.410
H -4.330 3.530 4.696
H -6.023 2.913 4.493
C -1.862 0.461 -2.763
O -2.665 -0.093 -2.072
N -2.161 1.212 -3.718
C -1.302 1.706 -4.771
C -3.487 1.944 -3.719
H -0.697 0.135 -2.811
H -0.810 0.718 -5.207
H -0.454 2.163 -4.543
H -2.043 2.288 -5.372
H -3.480 3.059 -4.024
H -3.893 1.910 -2.578
H -4.244 1.672 -4.461
C 3.745 -2.051 0.299
O 4.538 -1.762 -0.498
N 3.445 -3.268 0.765
C 2.254 -3.594 1.575
C 4.106 -4.538 0.299
H 3.252 -1.188 0.720
H 2.624 -4.267 2.448
H 1.552 -4.410 1.205
H 1.704 -2.730 1.885
H 4.872 -4.420 -0.684
H 3.425 -5.167 -0.031
H 4.490 -5.135 1.067
*
```

Results of the Mulliken charge analysis, in e, for atoms 1 through 8: C 0.2416; O -0.5739; O 0.0503; O -0.6475; H -0.0071; C -0.6975; C -0.2164; C -0.6227